{
  "formula": "C4H7NO",
  "method": "ωB97M-V/def2-TZVPD",
  "species": ["C", "C", "C", "O", "C", "N", "H", "H", "H", "H", "H", "H", "H"],
  "xyz": [[1.532, 0.203, -0.256], [0.371, 0.401, 0.710], [-0.840, -0.273, 0.092], [-1.881, -0.542, 1.000], [-1.347, 0.384, -1.130], [-1.719, 0.801, -2.141], [2.461, 0.618, 0.133], [1.684, -0.868, -0.444], [1.308, 0.676, -1.218], [0.177, 1.457, 0.922], [0.550, -0.097, 1.671], [-0.496, -1.266, -0.253], [-1.801, -1.494, 0.916]],
  "forces_ev_per_a": [[0.2, 0.1, 0.0], [0.0, 0.1, 0.0], [0.5, -0.2, -0.4], [0.1, -0.4, -0.1], [-0.3, 0.4, -0.9], [0.3, -0.2, 0.9], [0.0, 0.0, -0.1], [0.1, 0.2, 0.1], [0.1, 0.0, 0.1], [0.0, -0.1, -0.1], [0.0, 0.1, -0.2], [0.2, 0.4, -0.3], [-1.2, -0.2, 1.0]],
  "total_charge": 0,
  "lumo_energy_ev": 0.47,
  "de_lowest_kcal_mol": 34.52,
  "homo_energy_ev": -11.32,
  "fmax_ha_per_bohr": 0.031,
  "smiles": "CC[C@@H](O)C#N",
  "energy_ev": -7798.1473
}


{
  "formula": "C42H66BCaGe2N2O2Si3",
  "method": "ωB97M-V/def2-TZVPD",
  "species": ["Ca", "C", "Si", "C", "C", "Ge", "Si", "C", "C", "C", "Si", "C", "C", "C", "H", "H", "H", "H", "H", "H", "H", "H", "H", "H", "H", "H", "H", "H", "H", "H", "H", "H", "H", "H", "H", "H", "H", "H", "H", "H", "H", "C", "Ge", "C", "C", "C", "C", "C", "C", "C", "C", "C", "C", "C", "C", "C", "C", "C", "C", "H", "H", "H", "H", "H", "H", "H", "H", "H", "H", "H", "H", "H", "H", "H", "C", "C", "N", "C", "C", "N", "C", "C", "H", "H", "H", "H", "H", "H", "H", "H", "H", "H", "H", "H", "C", "C", "C", "C", "C", "C", "C", "C", "O", "B", "O", "C", "C", "H", "H", "H", "H", "H", "H", "H", "H", "H", "H", "H", "H"],
  "xyz": [[0.046, 0.449, 0.336], [-1.448, -1.041, 4.700], [-1.849, -2.479, 3.541], [-3.262, -3.421, 4.334], [-0.395, -3.659, 3.407], [-2.404, -1.607, 1.351], [-0.980, -2.642, -0.367], [0.900, -2.618, -0.067], [-1.513, -4.434, -0.343], [-1.126, -1.953, -2.117], [-4.653, -2.249, 0.624], [-5.022, -3.966, 1.279], [-4.846, -2.284, -1.252], [-5.993, -1.107, 1.279], [-0.888, -1.405, 5.565], [-2.376, -0.609, 5.078], [-0.868, -0.234, 4.241], [-2.952, -3.721, 5.339], [-3.501, -4.326, 3.777], [-4.170, -2.823, 4.433], [-0.003, -3.872, 4.405], [0.423, -3.280, 2.801], [-0.725, -4.608, 2.978], [1.184, -3.113, 0.864], [1.426, -1.658, -0.115], [1.324, -3.198, -0.891], [-1.309, -4.900, 0.623], [-0.973, -4.990, -1.113], [-2.578, -4.524, -0.549], [-0.827, -0.906, -2.232], [-2.113, -2.073, -2.556], [-0.428, -2.535, -2.726], [-4.293, -4.714, 0.970], [-5.995, -4.269, 0.881], [-5.090, -3.983, 2.363], [-5.147, -3.283, -1.574], [-3.965, -2.006, -1.817], [-5.638, -1.588, -1.537], [-6.098, -1.129, 2.361], [-6.936, -1.468, 0.856], [-5.867, -0.075, 0.952], [-4.092, 0.779, 3.302], [-2.905, 0.823, 1.733], [-1.587, 2.307, 2.054], [-1.366, 2.790, 3.348], [-0.691, 3.981, 3.557], [-0.210, 4.714, 2.477], [-0.414, 4.256, 1.186], [-1.110, 3.070, 0.982], [-3.615, 1.428, 0.007], [-3.260, 0.718, -1.114], [-3.581, 1.162, -2.416], [-4.268, 2.325, -2.579], [-4.652, 3.106, -1.459], [-5.346, 4.328, -1.620], [-5.676, 5.094, -0.540], [-5.319, 4.675, 0.759], [-4.657, 3.495, 0.945], [-4.313, 2.666, -0.152], [-5.002, 1.347, 3.125], [-3.582, 1.199, 4.166], [-4.368, -0.245, 3.527], [-1.726, 2.237, 4.207], [-0.543, 4.345, 4.566], [0.314, 5.646, 2.644], [-0.045, 4.816, 0.338], [-1.333, 2.774, -0.043], [-2.744, -0.231, -1.004], [-3.283, 0.573, -3.274], [-4.528, 2.678, -3.570], [-5.606, 4.650, -2.621], [-6.202, 6.028, -0.676], [-5.569, 5.296, 1.609], [-4.375, 3.196, 1.947], [1.934, -0.962, 2.850], [2.962, -0.844, 4.005], [3.763, 0.365, 3.845], [4.381, 0.360, 2.520], [3.292, 0.396, 1.417], [1.948, 0.274, 2.037], [1.733, 1.427, 2.935], [2.892, 1.529, 3.958], [0.923, -1.122, 3.230], [2.177, -1.796, 2.182], [3.629, -1.707, 4.019], [2.462, -0.799, 4.974], [5.006, -0.530, 2.436], [5.036, 1.228, 2.441], [3.411, -0.427, 0.708], [3.315, 1.324, 0.854], [0.782, 1.270, 3.445], [1.643, 2.324, 2.321], [2.504, 1.574, 4.977], [3.492, 2.425, 3.794], [3.927, 8.241, -1.416], [4.595, 6.971, -0.874], [4.642, 7.069, 0.651], [6.038, 6.893, -1.392], [3.818, 5.742, -1.348], [3.670, 5.509, -2.721], [2.985, 4.413, -3.236], [2.435, 3.538, -2.327], [1.707, 2.390, -2.543], [1.370, 1.865, -1.291], [1.933, 2.734, -0.298], [2.573, 3.753, -0.970], [3.251, 4.834, -0.450], [4.469, 9.125, -1.077], [2.896, 8.314, -1.062], [3.910, 8.255, -2.506], [5.197, 7.962, 0.940], [5.146, 6.208, 1.095], [3.641, 7.149, 1.080], [6.606, 7.763, -1.057], [6.074, 6.869, -2.481], [6.532, 5.995, -1.018], [4.109, 6.208, -3.422], [2.886, 4.255, -4.301], [3.333, 4.958, 0.620]],
  "forces_ev_per_a": [[0.2, 0.1, 0.4], [0.1, 0.0, -0.1], [0.0, 0.1, 0.1], [0.1, 0.0, -0.1], [-0.1, 0.0, 0.1], [0.0, 0.1, 0.0], [0.2, 0.0, -0.1], [-0.2, 0.0, 0.1], [0.0, 0.1, 0.0], [0.0, 0.0, 0.1], [-0.2, 0.0, 0.0], [0.0, 0.0, -0.1], [0.0, 0.0, 0.1], [0.1, -0.1, 0.0], [0.0, 0.0, 0.0], [0.0, 0.0, 0.0], [0.0, 0.0, 0.0], [0.0, 0.0, 0.0], [0.0, 0.0, 0.0], [0.0, 0.0, 0.0], [0.0, 0.0, 0.0], [0.0, 0.0, 0.0], [0.0, 0.0, 0.0], [0.0, 0.0, -0.1], [0.0, 0.0, 0.0], [0.0, 0.0, 0.0], [0.0, 0.0, 0.0], [0.0, 0.0, 0.0], [-0.1, 0.0, 0.0], [0.0, 0.0, 0.0], [0.0, 0.0, 0.0], [0.0, 0.0, 0.0], [0.0, 0.0, 0.0], [0.0, 0.0, 0.0], [0.0, 0.0, 0.1], [0.0, 0.0, 0.0], [0.1, 0.0, -0.1], [0.0, 0.0, 0.0], [0.0, 0.0, 0.1], [0.0, 0.0, 0.0], [0.0, 0.1, 0.0], [0.1, 0.1, -0.1], [0.0, 0.1, -0.1], [-0.2, -0.2, 0.0], [0.1, -0.1, 0.0], [0.0, 0.0, 0.0], [0.0, 0.0, 0.0], [0.1, 0.0, 0.0], [-0.1, -0.1, 0.0], [0.0, 0.0, 0.0], [-0.1, 0.1, 0.1], [0.0, -0.1, -0.1], [0.0, 0.0, 0.0], [0.0, -0.1, 0.2], [0.0, 0.0, 0.0], [0.0, 0.0, 0.0], [0.0, 0.0, 0.0], [0.0, 0.0, 0.0], [0.0, 0.0, -0.1], [0.0, 0.0, -0.1], [0.0, 0.0, 0.0], [0.0, -0.1, 0.0], [0.0, 0.0, 0.0], [0.0, 0.0, 0.0], [0.0, 0.0, 0.0], [0.0, 0.0, 0.0], [0.0, 0.0, 0.0], [0.0, 0.0, 0.0], [0.0, 0.0, 0.0], [0.0, 0.0, 0.0], [0.0, 0.0, 0.0], [0.0, 0.0, 0.0], [0.0, 0.0, 0.0], [0.0, 0.0, 0.0], [0.1, -0.1, -0.1], [0.0, 0.0, 0.0], [0.0, 0.0, 0.0], [0.0, 0.0, 0.0], [0.0, -0.1, 0.0], [-0.1, -0.2, -0.3], [0.0, 0.0, 0.1], [0.0, 0.0, 0.0], [0.0, 0.0, 0.0], [0.0, 0.2, 0.2], [0.0, 0.0, 0.0], [0.0, 0.0, 0.0], [0.0, 0.0, 0.0], [0.0, 0.0, 0.0], [0.0, 0.0, 0.0], [0.0, 0.0, 0.0], [0.0, 0.0, 0.0], [0.0, 0.1, 0.0], [0.0, 0.0, 0.0], [0.0, 0.0, 0.0], [0.0, 0.0, 0.0], [0.0, 0.0, 0.0], [0.0, 0.0, 0.0], [0.0, 0.0, 0.0], [0.0, 0.0, 0.0], [0.0, 0.0, 0.0], [0.0, 0.0, 0.0], [0.0, 0.0, 0.1], [0.0, 0.0, 0.0], [0.0, 0.1, -0.1], [0.0, 0.0, 0.0], [0.0, 0.0, -0.1], [0.0, 0.0, 0.0], [0.0, 0.0, 0.0], [0.0, 0.0, 0.0], [0.0, 0.0, 0.0], [0.0, 0.0, 0.0], [0.0, 0.0, 0.0], [0.0, 0.0, 0.0], [0.0, 0.0, 0.0], [0.0, 0.0, 0.0], [0.0, 0.0, 0.0], [0.0, 0.0, 0.0], [0.0, 0.0, 0.0], [0.0, 0.0, 0.0]],
  "total_charge": 1,
  "lumo_energy_ev": -2.15,
  "de_lowest_kcal_mol": 0.00,
  "homo_energy_ev": -10.09,
  "fmax_ha_per_bohr": 0.009,
  "energy_ev": -207480.7059
}


{
  "formula": "C26H31N3O2",
  "method": "ωB97M-V/def2-TZVPD",
  "species": ["O", "C", "N", "C", "C", "C", "C", "C", "N", "C", "C", "C", "C", "C", "C", "C", "C", "C", "C", "O", "C", "C", "C", "C", "C", "C", "N", "C", "C", "C", "C", "H", "H", "H", "H", "H", "H", "H", "H", "H", "H", "H", "H", "H", "H", "H", "H", "H", "H", "H", "H", "H", "H", "H", "H", "H", "H", "H", "H", "H", "H", "H"],
  "xyz": [[1.121, 0.810, -4.047], [0.087, 0.380, -3.587], [-1.150, 0.745, -3.982], [-1.401, 1.808, -4.924], [-1.971, 3.013, -4.225], [-1.335, 3.536, -3.102], [-1.895, 4.626, -2.460], [-3.075, 5.154, -2.967], [-3.687, 4.665, -4.031], [-3.149, 3.623, -4.639], [-2.229, 0.041, -3.338], [-1.562, -0.681, -2.162], [-1.678, 0.075, -0.833], [-0.312, -0.078, -0.151], [-0.224, -1.232, 0.826], [-0.884, -2.438, 0.638], [-0.728, -3.467, 1.553], [0.089, -3.314, 2.652], [0.759, -2.107, 2.860], [1.542, -2.054, 3.967], [2.283, -0.881, 4.259], [1.384, 0.265, 4.778], [1.878, 0.583, 6.192], [2.493, -0.730, 6.667], [3.224, -1.226, 5.423], [0.588, -1.075, 1.946], [0.619, -0.149, -1.277], [1.863, -0.879, -1.141], [1.592, -2.279, -1.704], [0.628, -1.988, -2.856], [-0.056, -0.658, -2.467], [-2.081, 1.460, -5.709], [-0.431, 2.055, -5.370], [-0.418, 3.088, -2.747], [-1.429, 5.058, -1.588], [-3.556, 6.004, -2.502], [-3.687, 3.258, -5.505], [-2.686, -0.669, -4.041], [-3.004, 0.741, -3.009], [-1.945, -1.698, -2.074], [-1.855, 1.133, -1.034], [-2.487, -0.297, -0.207], [-0.071, 0.838, 0.409], [-1.527, -2.587, -0.213], [-1.248, -4.402, 1.401], [0.224, -4.109, 3.368], [2.853, -0.586, 3.368], [1.420, 1.141, 4.131], [0.354, -0.093, 4.808], [1.074, 0.931, 6.838], [2.647, 1.356, 6.154], [3.157, -0.601, 7.519], [1.706, -1.434, 6.936], [3.422, -2.295, 5.444], [4.168, -0.693, 5.302], [1.081, -0.126, 2.093], [2.608, -0.369, -1.759], [2.203, -0.890, -0.106], [1.113, -2.900, -0.946], [2.502, -2.772, -2.039], [1.183, -1.845, -3.784], [-0.100, -2.785, -3.006]],
  "forces_ev_per_a": [[0.4, 0.1, 0.0], [-0.1, -0.3, 0.1], [-0.4, 0.2, -0.1], [0.2, 0.0, -0.1], [-0.1, 0.1, 0.0], [-0.2, 0.1, -0.1], [0.0, -0.1, -0.1], [0.1, 0.1, 0.2], [-0.5, 0.3, -0.1], [0.3, -0.3, -0.1], [-0.3, -0.2, -0.1], [0.0, 0.1, 0.1], [0.2, 0.0, 0.0], [-0.1, 0.3, 0.2], [0.0, -0.1, 0.1], [-0.1, 0.1, 0.0], [0.0, 0.0, 0.0], [0.1, 0.1, 0.1], [-0.1, -0.2, -0.1], [-0.2, -0.3, 0.0], [0.3, 0.4, -0.1], [0.0, 0.0, -0.1], [-0.1, -0.1, 0.1], [0.1, 0.1, 0.0], [-0.2, -0.1, -0.1], [0.1, 0.1, 0.2], [-0.2, 0.1, -0.1], [0.4, 0.0, -0.1], [0.0, 0.1, 0.1], [0.1, 0.0, -0.1], [-0.1, -0.1, -0.3], [0.1, 0.1, 0.0], [-0.2, -0.1, 0.0], [0.1, 0.0, 0.1], [0.0, 0.1, 0.1], [0.0, 0.1, 0.1], [0.0, -0.1, -0.1], [0.0, 0.1, 0.1], [0.0, -0.1, 0.0], [0.1, 0.0, 0.0], [0.0, 0.1, 0.0], [0.0, 0.1, 0.0], [-0.1, -0.2, 0.0], [-0.1, 0.0, -0.1], [0.0, -0.1, 0.0], [0.0, -0.1, 0.1], [-0.1, -0.1, 0.1], [-0.1, 0.0, -0.1], [0.0, 0.0, -0.1], [0.0, 0.1, 0.0], [0.0, 0.1, 0.0], [0.0, -0.1, 0.1], [0.0, -0.1, 0.1], [0.1, 0.0, -0.1], [0.0, 0.0, 0.0], [0.1, 0.1, 0.0], [0.1, -0.1, 0.1], [0.1, 0.0, 0.0], [0.1, 0.0, 0.0], [0.0, -0.1, 0.0], [0.0, -0.1, 0.0], [0.0, 0.0, -0.1]],
  "total_charge": 0,
  "lumo_energy_ev": 0.69,
  "de_lowest_kcal_mol": 4.85,
  "homo_energy_ev": -8.22,
  "fmax_ha_per_bohr": 0.011,
  "smiles": "O=C1N(Cc2cccnc2)C[C@@H]2C[C@@H](c3cccc(OC4CCCC4)c3)N3CCC[C@@]123",
  "energy_ev": -36031.4137
}


{
  "formula": "C9H14",
  "method": "ωB97M-V/def2-TZVPD",
  "species": ["C", "C", "H", "H", "H", "H", "H", "H", "C", "C", "C", "C", "C", "C", "C", "H", "H", "H", "H", "H", "H", "H", "H"],
  "xyz": [[2.196, -1.143, 1.341], [2.858, 0.019, 0.631], [1.290, -0.857, 1.865], [1.908, -1.876, 0.578], [2.886, -1.730, 1.951], [2.309, 0.354, -0.243], [3.894, -0.142, 0.307], [2.975, 0.903, 1.269], [-2.377, -1.251, 0.725], [-0.538, 1.753, -1.803], [-0.174, 0.374, -1.969], [-1.271, 2.116, -0.675], [-0.795, -0.557, -1.123], [-1.762, 1.175, 0.229], [-1.667, -0.232, -0.109], [-0.373, 2.491, -2.586], [0.612, 0.064, -2.648], [-1.383, 3.174, -0.424], [-0.585, -1.595, -1.381], [-2.303, 1.528, 1.099], [-1.710, -2.080, 1.011], [-3.288, -1.698, 0.299], [-2.701, -0.790, 1.657]],
  "forces_ev_per_a": [[0.3, -0.8, -1.0], [0.7, 1.0, 0.3], [0.0, 0.0, 0.2], [-0.3, 0.1, 0.0], [0.0, 0.4, 0.5], [-0.3, -0.1, -0.1], [-0.2, -0.6, -0.1], [-0.3, -0.1, 0.1], [0.0, -0.3, 0.2], [-0.4, 0.3, 0.0], [-0.3, 0.1, 0.6], [0.4, -0.1, 0.1], [0.4, -0.2, -1.0], [0.0, 0.1, -0.3], [-0.1, 0.4, 0.2], [0.4, 0.0, 0.1], [-0.1, -0.1, -0.2], [-0.2, -0.1, -0.2], [-0.1, -0.2, 0.4], [-0.1, -0.2, 0.1], [-0.1, 0.0, -0.1], [0.2, 0.1, -0.2], [0.0, 0.1, 0.2]],
  "total_charge": -1,
  "lumo_energy_ev": [4.12, 3.88],
  "spin_multiplicity": 2,
  "de_lowest_kcal_mol": 6.65,
  "homo_energy_ev": [0.90, -3.43],
  "fmax_ha_per_bohr": 0.026,
  "energy_ev": -9558.5087
}